--- A ---
{
  "formula": "C6H8NO2S",
  "method": "ωB97M-V with the def2-TZVPD basis set",
  "mol_weight_da": 158.20,
  "lumo_ev": [-6.8, -6.8],
  "multiplicity": 1,
  "total_charge": 1,
  "elements": ["C", "C", "C", "C", "C", "C", "N", "O", "O", "S", "H", "H", "H", "H", "H", "H", "H", "H"],
  "positions_angstrom": [[2.01756, 0.39447, -1.63012], [-1.38316, 1.44716, 2.83280], [0.43443, 0.26490, -1.65904], [0.26467, 0.83113, -0.11353], [-0.37847, -0.34731, 0.63818], [-0.03616, -1.56883, -0.28698], [-0.45446, -0.87223, -1.49318], [-2.38853, 1.70854, 3.27878], [-0.32073, 1.16388, 2.52021], [3.28667, -0.28296, -1.92871], [0.06370, 0.95282, -2.48672], [-0.67562, -1.59296, -2.35157], [1.20535, 1.10949, 0.24393], [-0.27693, 1.74094, 0.05673], [-0.05718, -0.49145, 1.62795], [-1.52516, -0.25739, 0.73329], [0.97056, -1.82262, -0.00913], [-0.74655, -2.37757, 0.02712]]
}

--- B ---
{
  "formula": "C6H8NO2S",
  "method": "ωB97M-V with the def2-TZVPD basis set",
  "mol_weight_da": 158.20,
  "lumo_ev": -4.4,
  "multiplicity": 1,
  "total_charge": 1,
  "elements": ["C", "C", "C", "C", "C", "C", "N", "O", "O", "S", "H", "H", "H", "H", "H", "H", "H", "H"],
  "positions_angstrom": [[1.23668, -1.72342, -0.17530], [0.17435, -1.65621, 0.80721], [1.70859, -0.64378, -0.91560], [1.51659, 0.79109, -0.87070], [-1.09649, -1.14389, 0.80810], [1.34991, 1.68121, 0.03823], [0.93521, 2.44238, 0.86191], [-3.07211, -0.40482, -0.64046], [-1.54547, 1.45702, 0.07408], [-1.47478, 0.04008, -0.58403], [1.68669, -2.64085, -0.13153], [0.29166, -2.43587, 1.57890], [2.59031, -0.96444, -1.52905], [1.41566, 1.36227, -1.83485], [-1.89261, -1.26242, 1.50599], [1.47091, 3.19016, 1.18588], [-3.78047, 0.17648, -1.15738], [-1.51462, 1.73501, 0.97864]]
}

Relative energies, kJ/mol: A 0.0; B 58.8.